(1)
C3H5FO | ωB97M-V/def2-TZVPD

Computed properties:
* HOMO energy: -8.85 eV
* gap between HOMO and LUMO: 9.77 eV

The geometry in ORCA input format:
```
! RIJCOSX wB97M-V def2-TZVPD def2/J DEFGRID3
* xyz 0 1
C -1.66062 0.00682 0.05550
C 0.77921 0.36454 -0.28049
C 1.79343 -0.41350 -0.00308
H -2.30030 -0.45188 1.23538
H -2.49655 -0.19504 -0.76377
H -1.38744 1.05626 0.06334
H 0.68688 1.41667 0.02135
H 1.85772 -1.36687 0.05120
O -0.33351 -0.45474 -0.35448
F 3.06119 0.03775 -0.02495
*
```

And the natural (NBO) charges, in e, turn out to be: atom 1 (C): -0.240, atom 2 (C): 0.015, atom 3 (C): 0.209, atom 4 (H): 0.170, atom 5 (H): 0.199, atom 6 (H): 0.173, atom 7 (H): 0.197, atom 8 (H): 0.159, atom 9 (O): -0.541, atom 10 (F): -0.341

---

(2)
C3H3BrF2 | ωB97M-V/def2-TZVPD

Computed properties:
* HOMO energy: -9.73 eV
* gap between HOMO and LUMO: 10.40 eV

The geometry in ORCA input format:
```
! RIJCOSX wB97M-V def2-TZVPD def2/J DEFGRID3
* xyz 0 1
C -1.18003 1.02080 0.07595
C -0.51554 0.27745 -0.74317
C 0.97684 -0.83799 0.26846
F 1.14246 -0.08444 1.37731
F 0.41127 -2.03530 0.51412
Br 2.56488 -1.20749 -0.66098
H -1.90836 1.67581 -0.22890
H -1.07554 1.20064 1.18089
H -0.41599 -0.00948 -1.78369
*
```

And the natural (NBO) charges, in e, turn out to be: atom 1 (C): -0.444, atom 2 (C): -0.144, atom 3 (C): 0.558, atom 4 (F): -0.338, atom 5 (F): -0.341, atom 6 (Br): 0.047, atom 7 (H): 0.208, atom 8 (H): 0.233, atom 9 (H): 0.222

---

(3)
C2H8NS | ωB97M-V/def2-TZVPD

Computed properties:
* HOMO energy: -2.40 eV
* gap between HOMO and LUMO: 5.86 eV

The geometry in ORCA input format:
```
! RIJCOSX wB97M-V def2-TZVPD def2/J DEFGRID3
* xyz -1 1
S 2.45529 0.69386 3.90007
H 2.55435 -0.09168 2.76818
C -0.86201 -0.88971 -0.10862
C -0.60914 -0.03621 -1.33154
N 0.27414 1.17670 -1.05305
H -0.24365 -1.79671 0.19691
H -0.90467 -0.19064 0.85192
H -1.95057 -1.21887 -0.04330
H -0.02257 -0.59414 -2.13402
H -1.43081 0.24114 -1.90632
H -0.37362 1.66074 -0.51835
H 1.11325 1.04551 -0.62187
*
```

And the natural (NBO) charges, in e, turn out to be: atom 1 (S): -1.076, atom 2 (H): 0.078, atom 3 (C): -0.662, atom 4 (C): -0.241, atom 5 (N): -0.834, atom 6 (H): 0.230, atom 7 (H): 0.230, atom 8 (H): 0.198, atom 9 (H): 0.177, atom 10 (H): 0.190, atom 11 (H): 0.343, atom 12 (H): 0.367